Entry 1:
C18H20ClO7V | the ωB97M-V functional and the def2-TZVPD basis

```
47
Properties=species:S:1:pos:R:3:forces:R:3
V -1.40089 1.15820 -0.85196 -1.8 1.6 -0.9
O 1.01216 -0.66266 -1.38130 0.2 -0.1 0.0
C 1.31137 -0.91460 -0.01253 -0.4 -0.1 0.1
C 0.04498 -0.69469 0.90162 0.4 0.2 0.0
O 0.07653 -1.12805 2.03476 -0.2 -0.1 0.1
O -0.89769 0.01822 0.38245 1.7 -2.6 2.5
C 2.40675 0.04438 0.43368 0.0 0.1 0.0
C 2.13355 1.15423 1.22550 0.0 0.0 0.0
C 3.13612 2.06281 1.53471 0.0 0.0 0.0
C 4.42286 1.87331 1.05590 0.0 0.0 0.0
C 4.70245 0.77131 0.25873 0.0 0.0 0.0
C 3.70049 -0.13396 -0.05145 0.0 0.0 0.0
C 1.70664 -2.37639 0.11876 0.0 0.0 0.0
C 1.26128 -3.29584 -0.82553 0.0 0.1 0.0
C 1.55706 -4.64456 -0.68916 0.0 0.0 0.0
C 2.30009 -5.08993 0.39420 0.0 0.0 0.0
C 2.74178 -4.17683 1.34096 0.0 0.0 0.0
C 2.44526 -2.82901 1.20638 0.0 0.0 0.0
H 1.26085 0.24580 -1.59123 -0.1 0.0 0.0
H 1.13340 1.31606 1.60743 0.0 0.0 0.0
H 2.90512 2.92532 2.14671 0.0 0.0 0.0
H 5.20624 2.58106 1.29678 0.0 0.0 0.0
H 5.70370 0.61844 -0.12512 0.0 0.0 0.0
H 3.91802 -0.99229 -0.67569 0.0 0.0 0.0
H 0.68487 -2.93916 -1.66767 0.0 0.0 0.0
H 1.20330 -5.34769 -1.43331 0.0 0.0 0.0
H 2.52826 -6.14321 0.50310 0.0 0.0 0.0
H 3.31735 -4.51722 2.19324 0.0 0.0 0.0
H 2.77597 -2.12395 1.95708 0.0 0.0 0.0
C -5.81413 0.76069 -0.04156 0.1 0.0 0.1
C -4.36106 1.20009 0.18198 -0.1 -0.1 -0.1
C -4.30200 2.72708 0.20762 0.0 -0.1 0.0
C -3.41909 0.59050 -0.86900 -0.3 0.2 0.0
H -6.48216 1.15587 0.73213 0.0 0.0 0.0
H -5.89399 -0.32872 -0.03902 0.0 0.0 0.0
H -6.16682 1.12190 -1.01207 0.0 0.0 0.0
H -4.05659 0.82959 1.16831 0.0 0.0 0.0
H -4.56845 3.12778 -0.77550 0.0 0.0 0.0
H -3.29987 3.07952 0.45131 0.0 0.0 0.0
H -5.00090 3.13870 0.94268 0.0 0.0 0.0
H -3.82275 0.84069 -1.86438 0.0 0.0 0.0
H -3.48545 -0.50430 -0.77414 0.1 0.0 -0.1
O -0.20930 4.18914 -2.80558 0.0 -0.1 0.1
Cl -0.52060 3.11808 -1.91642 1.1 1.7 -1.1
O 0.64471 2.26274 -1.74539 0.0 -0.3 0.2
O -0.94032 3.62612 -0.63102 -0.3 -0.7 0.3
O -1.59910 2.30540 -2.49696 -0.4 0.4 -1.1
```
Forces are in eV/Å.

Summary:
Relative energy (zero: lowest compared OMol25 entry of this formula, charge and spin), kcal/mol: 22.7
Gap between HOMO and LUMO (spin up / spin down), eV: 6.41 / 5.87
Net charge: -1
DFT total energy, hartree: -2628.5529
Multiplicity: 2
Max |F|, hartree/bohr: 0.077
HOMO level (spin up / spin down), eV: -3.5259 / -2.9785
Expectation value of S²: 0.766

The computed Mulliken charges, all in e, follow: number 1, V, carries 0.6370; number 2, O, carries -0.7373; number 3, C, carries 3.0833; number 4, C, carries -0.2197; number 5, O, carries -0.6411; number 6, O, carries -0.3968; number 7, C, carries -0.8291; number 8, C, carries 0.1065; number 9, C, carries -0.9748; number 10, C, carries -0.3350; number 11, C, carries -0.8694; number 12, C, carries -0.1089; number 13, C, carries -0.7372; number 14, C, carries -0.3626; number 15, C, carries -0.7848; number 16, C, carries -0.3106; number 17, C, carries -0.9034; number 18, C, carries -0.1275; number 19, H, carries 0.3705; number 20, H, carries 0.4429; number 21, H, carries 0.4035; number 22, H, carries 0.3891; number 23, H, carries 0.3775; number 24, H, carries 0.4662; number 25, H, carries 0.4807; number 26, H, carries 0.3778; number 27, H, carries 0.3741; number 28, H, carries 0.3682; number 29, H, carries 0.4474; number 30, C, carries -1.5852; number 31, C, carries 1.0198; number 32, C, carries -1.3153; number 33, C, carries -1.4588; number 34, H, carries 0.4199; number 35, H, carries 0.3622; number 36, H, carries 0.3148; number 37, H, carries 0.1553; number 38, H, carries 0.2687; number 39, H, carries 0.2235; number 40, H, carries 0.4191; number 41, H, carries 0.4396; number 42, H, carries 0.4381; number 43, O, carries -0.7290; number 44, Cl, carries 1.9259; number 45, O, carries -0.7242; number 46, O, carries -0.6034; number 47, O, carries -0.5571

Entry 2:
C18H20N2 | the ωB97M-V functional and the def2-TZVPD basis

```
40
Properties=species:S:1:pos:R:3:forces:R:3
C 0.02631 -0.59546 3.54775 -0.3 3.6 -0.4
C 0.28440 -0.50805 2.19905 -1.6 -2.0 1.5
C 0.46885 -1.87516 1.49002 1.4 2.2 -0.3
C -0.26947 -2.01268 0.18010 -0.7 -1.3 1.5
C -0.12939 -3.43960 -0.43997 -0.3 1.3 -1.6
C -1.09625 -3.41631 -1.74992 1.1 0.2 1.8
C -0.63334 -2.24916 -2.64637 0.2 -0.7 2.1
N -0.64971 -0.95807 -1.95653 2.1 0.9 0.4
C -0.08147 0.07532 -2.84704 -2.3 0.2 -0.1
C -0.10679 1.52083 -2.28143 -1.2 -0.7 2.3
C 0.02670 1.55051 -0.70914 -0.4 -1.7 -1.5
C 0.04604 0.35978 -0.05344 0.7 2.2 0.4
N 0.14430 0.58753 1.32728 0.0 -1.3 0.7
C 0.10748 1.95753 1.59083 1.7 -0.6 -1.5
C 0.53484 2.64275 2.71542 -0.6 0.7 -0.7
C 0.59180 4.03811 2.50877 0.3 -1.2 2.1
C 0.37905 4.63655 1.31495 -0.9 0.2 -1.6
C 0.10431 3.92852 0.15342 1.0 1.5 -0.4
C 0.09736 2.56875 0.28726 -1.3 -0.2 -0.3
C 0.21267 -0.94154 -0.68689 -1.1 -0.6 -2.3
H -0.25399 0.42369 4.07984 0.6 -2.4 -0.9
H 0.01812 -1.50147 4.18041 0.2 0.6 -0.9
H 0.07266 -2.56624 2.15451 -0.2 -1.5 1.3
H 1.56474 -1.94976 1.37335 -0.3 -0.6 -0.2
H -1.33406 -1.77739 0.46529 0.6 -0.5 -0.7
H -0.49661 -4.15908 0.29248 0.3 -0.2 -0.2
H 0.96731 -3.59093 -0.71971 -1.4 -0.1 0.4
H -2.10035 -3.41469 -1.26481 0.4 0.3 -1.1
H -0.95418 -4.25335 -2.43320 -0.3 -0.6 0.6
H 0.39440 -2.62640 -2.85935 -0.2 0.7 -0.6
H -1.25238 -2.22138 -3.52528 -0.1 0.3 -0.5
H 0.92822 -0.12584 -3.16623 0.6 -0.5 -0.1
H -0.74820 0.03683 -3.73801 0.7 0.2 0.3
H 0.77405 1.90356 -2.71602 0.7 1.5 -0.6
H -1.05739 2.03608 -2.54238 0.9 -0.1 -0.1
H 0.81020 2.08546 3.60945 -0.2 0.6 -0.1
H 0.80537 4.70102 3.32007 0.3 0.1 0.6
H 0.37148 5.69124 1.22527 0.2 1.0 0.2
H 0.12509 4.51184 -0.80983 -0.3 -1.1 0.9
H 1.30783 -1.07337 -0.86996 -0.5 -0.2 -0.4
```
Forces are in eV/Å.

Summary:
Relative energy (zero: lowest compared OMol25 entry of this formula, charge and spin), kcal/mol: 31.7
Gap between HOMO and LUMO, eV: 8.48
Net charge: 0
DFT total energy, hartree: -807.3485
Max |F|, hartree/bohr: 0.071
HOMO level, eV: -7.5453

The computed Mulliken charges, all in e, follow: number 1, C, carries -1.1125; number 2, C, carries 1.0792; number 3, C, carries -1.5568; number 4, C, carries 0.6269; number 5, C, carries -1.0197; number 6, C, carries -0.7532; number 7, C, carries -0.6027; number 8, N, carries -0.1542; number 9, C, carries -1.1281; number 10, C, carries -0.4414; number 11, C, carries -0.1114; number 12, C, carries -0.0096; number 13, N, carries 0.1384; number 14, C, carries -0.0011; number 15, C, carries -0.6180; number 16, C, carries -0.6491; number 17, C, carries -0.6435; number 18, C, carries -0.2854; number 19, C, carries -0.0477; number 20, C, carries 0.4982; number 21, H, carries 0.1770; number 22, H, carries 0.3209; number 23, H, carries 0.5067; number 24, H, carries 0.2954; number 25, H, carries 0.1462; number 26, H, carries 0.4023; number 27, H, carries 0.3354; number 28, H, carries 0.3687; number 29, H, carries 0.3832; number 30, H, carries 0.2948; number 31, H, carries 0.4403; number 32, H, carries 0.3389; number 33, H, carries 0.4779; number 34, H, carries 0.3528; number 35, H, carries 0.4087; number 36, H, carries 0.3766; number 37, H, carries 0.3757; number 38, H, carries 0.4206; number 39, H, carries 0.3479; number 40, H, carries 0.0215

Entry 3:
C18H20N2O3S | the ωB97M-V functional and the def2-TZVPD basis

```
44
Properties=species:S:1:pos:R:3:forces:R:3
C 3.74531 5.06828 -1.63719 0.0 0.0 0.0
C 3.51994 3.62247 -1.96590 0.0 -0.1 -0.1
C 4.19069 3.05320 -3.03855 0.0 0.0 0.0
C 4.01307 1.72096 -3.36600 0.0 -0.1 0.0
C 3.12462 0.95538 -2.63989 0.0 0.0 0.0
C 2.42755 1.51894 -1.57662 0.2 0.2 -0.3
N 1.50975 0.69956 -0.88020 0.3 -0.3 0.0
C 0.18941 0.98365 -0.69125 -0.1 -0.1 0.0
O -0.32814 2.03282 -1.01435 0.0 0.1 0.0
C -0.57571 -0.10318 -0.01040 -0.2 -0.1 0.1
C -1.58745 0.27897 0.86596 0.1 0.0 -0.1
C -2.36510 -0.65162 1.53531 0.1 0.0 0.0
C -2.11696 -1.99096 1.29470 0.5 0.8 -0.4
C -1.11714 -2.39193 0.40279 -0.3 0.0 0.2
C -0.34246 -1.46113 -0.24723 -0.1 0.2 0.2
C -1.08157 -3.89358 0.32800 0.0 0.1 0.0
C -2.23590 -4.32211 1.25465 -0.1 -0.9 0.0
N -2.78596 -3.08788 1.80514 -0.5 -0.2 0.9
S -3.69657 -3.10030 3.20059 -0.4 0.0 -0.4
C -5.36192 -2.83486 2.55158 0.8 -0.1 0.4
O -3.34140 -1.98709 4.02365 0.0 0.2 -0.2
O -3.61589 -4.42268 3.74182 -0.1 -0.1 -0.3
C 2.64707 2.84456 -1.19747 -0.1 -0.2 0.0
C 1.97661 3.40744 0.01578 -0.1 0.1 0.0
H 2.79633 5.59467 -1.55591 0.0 0.1 0.0
H 4.27215 5.17235 -0.68842 0.0 0.1 0.1
H 4.34301 5.54478 -2.41015 0.0 0.1 0.0
H 4.86804 3.65960 -3.62233 0.1 0.1 0.0
H 4.55358 1.28634 -4.19348 0.0 0.0 -0.1
H 2.95503 -0.08080 -2.89765 -0.1 -0.1 0.0
H 1.80546 -0.25284 -0.72521 -0.1 0.2 0.1
H -1.75658 1.33421 1.01618 0.0 0.1 0.0
H -3.11999 -0.34579 2.23980 -0.1 0.1 0.0
H 0.40661 -1.79042 -0.95396 0.1 0.0 -0.1
H -0.12076 -4.27911 0.67361 0.0 0.0 0.0
H -1.23688 -4.24512 -0.69281 0.0 0.0 0.0
H -3.02365 -4.84725 0.70536 0.2 -0.1 0.0
H -1.91000 -4.96299 2.07570 0.0 0.0 -0.2
H -6.04049 -2.76202 3.39180 -0.1 0.0 0.2
H -5.35763 -1.91486 1.98253 0.0 0.2 -0.1
H -5.61442 -3.68310 1.93007 0.0 -0.1 -0.1
H 1.00891 3.82977 -0.25395 0.0 0.1 0.1
H 2.58324 4.18179 0.47656 0.1 0.0 0.1
H 1.79618 2.62187 0.74734 0.0 0.0 0.1
```
Forces are in eV/Å.

Summary:
Relative energy (zero: lowest compared OMol25 entry of this formula, charge and spin), kcal/mol: 23.3
Gap between HOMO and LUMO, eV: 8.99
Net charge: 0
DFT total energy, hartree: -1431.3564
Max |F|, hartree/bohr: 0.021
HOMO level, eV: -8.4121

The computed Mulliken charges, all in e, follow: number 1, C, carries -1.6033; number 2, C, carries 1.0174; number 3, C, carries -0.8388; number 4, C, carries -0.7299; number 5, C, carries -0.6307; number 6, C, carries 0.1248; number 7, N, carries -0.1509; number 8, C, carries 0.4673; number 9, O, carries -0.6149; number 10, C, carries 0.6293; number 11, C, carries -1.3073; number 12, C, carries -0.9359; number 13, C, carries 0.2604; number 14, C, carries 1.0948; number 15, C, carries -0.8909; number 16, C, carries -0.6182; number 17, C, carries -0.7461; number 18, N, carries 0.0283; number 19, S, carries 1.1105; number 20, C, carries -0.9549; number 21, O, carries -0.6148; number 22, O, carries -0.6570; number 23, C, carries 0.8821; number 24, C, carries -1.6415; number 25, H, carries 0.3348; number 26, H, carries 0.3486; number 27, H, carries 0.3901; number 28, H, carries 0.3531; number 29, H, carries 0.3704; number 30, H, carries 0.4101; number 31, H, carries 0.2349; number 32, H, carries 0.4549; number 33, H, carries 0.3802; number 34, H, carries 0.5355; number 35, H, carries 0.2878; number 36, H, carries 0.3134; number 37, H, carries 0.2991; number 38, H, carries 0.3613; number 39, H, carries 0.3913; number 40, H, carries 0.3209; number 41, H, carries 0.3244; number 42, H, carries 0.3072; number 43, H, carries 0.5000; number 44, H, carries 0.4019

max |F| of number 3 (C18H20N2O3S)? 0.021 hartree/bohr